ORCA calculation (ωB97M-V/def2-TZVPD) on C15H17NO3S in the gas phase.

Properties
HOMO level   -7.59 eV
Energy above the lowest of the compared OMol25 structures with the same formula, charge and spin   3.1 kcal/mol
LUMO energy   0.00424 hartree
HOMO-LUMO gap   7.70 eV

ORCA input file:
```
! wB97M-V def2-TZVPD RIJCOSX def2/J DEFGRID3
* xyz 0 1
C 1.33016 3.32750 2.40801
O 0.25504 2.79314 1.62942
C -0.61689 3.72125 1.09446
O -0.54645 4.93196 1.31060
C -1.76554 3.32265 0.26162
C -1.98187 2.05154 -0.22627
N -1.03510 1.02277 -0.04173
C -1.01071 -0.23781 -0.62939
O -1.92825 -0.58764 -1.38668
C 0.13342 -1.14393 -0.42506
C 1.00233 -0.94543 0.65666
C 1.99205 -1.88106 0.86125
C 2.16644 -3.00957 0.02727
C 3.37591 -3.85818 0.26134
C 1.27953 -3.17165 -1.04374
C 1.34386 -4.35856 -1.93277
C 0.29949 -2.20715 -1.31888
C -3.34487 1.92086 -0.87045
C -4.16782 3.20375 -0.63414
S -2.93983 4.51557 -0.23139
H 2.12316 3.77369 1.84419
H 0.91788 4.10071 3.07620
H 1.77146 2.56741 3.07279
H -0.24647 1.21257 0.58261
H 0.82479 -0.15448 1.38404
H 2.70231 -1.70117 1.71108
H 3.95302 -3.49200 1.10389
H 3.97777 -3.85981 -0.62585
H 3.10661 -4.87901 0.48036
H 2.25276 -4.32471 -2.54887
H 1.35368 -5.29944 -1.37573
H 0.46771 -4.37260 -2.61611
H -0.40145 -2.36939 -2.14638
H -3.88516 1.03962 -0.53180
H -3.18143 1.76066 -1.92826
H -4.74453 3.48281 -1.49951
H -4.83301 3.10513 0.24725
*
```



ORCA calculation (ωB97M-V/def2-TZVPD) on a molecular structure, C2HFO2Ru.

Properties
HOMO level (alpha / beta)   -8.50 / -9.70 eV
LUMO energy (alpha / beta)   -0.01766 / -0.11810 hartree
HOMO-LUMO gap (alpha / beta)   8.02 / 6.49 eV

ORCA input file:
```
! wB97M-V def2-TZVPD RIJCOSX def2/J DEFGRID3
* xyz 0 7
C 0.46424 0.42593 -1.28665
C 0.20182 0.94363 -0.21186
O 0.70126 -0.52851 -2.16595
H 0.55959 -1.49403 -1.75015
Ru -0.57648 0.67040 2.71745
O -0.12243 1.04137 1.02998
F 0.34852 -2.60112 -0.95237
*
```



ORCA calculation (ωB97M-V/def2-TZVPD) on C7H8OS in the gas phase.

Properties
HOMO level (alpha / beta)   -8.24 / -8.24 eV
Energy above the lowest of the compared OMol25 structures with the same formula, charge and spin   132.0 kcal/mol
LUMO energy (alpha / beta)   -0.01289 / -0.01290 hartree
HOMO-LUMO gap (alpha / beta)   7.89 / 7.89 eV

ORCA input file:
```
! wB97M-V def2-TZVPD RIJCOSX def2/J DEFGRID3
* xyz 0 1
C -1.05100 -2.65863 -2.00917
C -0.82341 -1.72047 -1.27153
C -0.44435 -0.62853 -0.57789
C 0.12073 -0.04450 0.42677
C -1.12709 1.25091 -1.72807
C 0.18529 1.43600 0.68393
C 0.77108 -0.83576 1.53724
O -2.07385 2.77810 0.12811
S -0.81461 2.50216 -0.54453
H -1.35078 -3.69749 -2.31259
H -0.46474 1.20969 -2.48558
H -2.22494 1.04005 -2.02398
H -0.22641 1.48055 1.59093
H 1.18201 1.83245 0.60167
H 1.61581 -0.06995 1.83102
H 1.03265 -1.85638 1.34217
H -0.07934 -1.00548 2.26970
*
```



ORCA calculation (ωB97M-V/def2-TZVPD) on 2 unconnected molecules or ions with the total composition C8H13NS.

Properties
HOMO level   -7.41 eV
Energy above the lowest of the compared OMol25 structures with the same formula, charge and spin   131.5 kcal/mol
LUMO energy   0.01092 hartree
HOMO-LUMO gap   7.71 eV

ORCA input file:
```
! wB97M-V def2-TZVPD RIJCOSX def2/J DEFGRID3
* xyz 0 1
C 2.03514 -3.17322 -1.08021
C 0.45642 -0.19984 -0.68066
C 1.63545 -0.99976 0.00409
C -3.76368 0.34380 -0.74021
C -3.00631 -0.09481 1.81915
C -0.15497 -0.62228 -1.80082
C 0.06388 1.16488 -0.00045
C 2.40294 -0.53460 1.15741
N 1.95575 -2.07691 -0.59215
S -3.19888 -0.74969 0.36702
H 2.83971 -3.45039 -1.81590
H -3.89942 1.30332 -0.25199
H -4.00084 0.06754 -1.77174
H -3.32647 0.99531 1.88915
H -2.96029 -0.65107 2.74512
H 0.34337 -1.59928 -2.25549
H -0.91208 -0.25591 -2.31675
H 1.02684 1.65943 0.13644
H -0.61074 1.13496 0.84389
H -0.50979 1.58382 -0.85659
H 3.05270 -1.41733 1.54332
H 1.74797 -0.18704 2.01208
H 3.23033 0.23152 1.00589
*
```



ORCA calculation (ωB97M-V/def2-TZVPD) on C3H7NO2 in the gas phase.

Properties
HOMO level   -8.12 eV
Energy above the lowest of the compared OMol25 structures with the same formula, charge and spin   54.7 kcal/mol
LUMO energy   0.02893 hartree
HOMO-LUMO gap   8.91 eV

ORCA input file:
```
! wB97M-V def2-TZVPD RIJCOSX def2/J DEFGRID3
* xyz 0 1
C -0.87768 -1.23700 1.45483
O -0.80690 -0.31414 0.37072
C 0.39106 0.21898 0.07700
O 1.40105 -0.15429 0.90990
C 0.62530 1.03778 -0.95958
N -0.20836 1.23295 -2.09539
H -1.89944 -1.62026 1.44945
H -0.68136 -0.74459 2.41376
H -0.16731 -2.05763 1.32672
H 2.18911 -0.04111 0.36190
H 1.55512 1.60535 -0.92270
H -0.45851 0.33881 -2.50401
H -1.06208 1.73517 -1.88259
*
```



ORCA calculation (ωB97M-V/def2-TZVPD) on C18H28N2O3 in the gas phase.

Properties
HOMO level   -8.08 eV
Energy above the lowest of the compared OMol25 structures with the same formula, charge and spin   32.6 kcal/mol
LUMO energy   0.02109 hartree
HOMO-LUMO gap   8.65 eV

ORCA input file:
```
! wB97M-V def2-TZVPD RIJCOSX def2/J DEFGRID3
* xyz 0 1
C -7.18629 -1.97268 0.38069
O -5.93670 -1.31252 0.50067
C -5.73341 -0.29048 -0.34897
O -6.55203 0.05149 -1.16813
C -4.41440 0.35335 -0.16195
C -4.08728 1.43763 -0.97254
C -2.86569 2.06644 -0.83354
C -1.95354 1.62990 0.11938
C -0.62421 2.30961 0.29676
N 0.43287 1.33850 0.51060
C 1.67083 1.94096 0.96317
C 2.66088 0.81902 1.30115
N 2.92618 -0.08247 0.20264
C 3.92563 0.27708 -0.80731
C 4.68154 -1.00218 -1.18730
C 4.93925 1.32633 -0.35785
C 1.68787 -0.57642 -0.38223
C 1.04825 -1.64865 0.51027
C 1.97580 -2.85399 0.66167
O 2.19080 -3.53184 -0.55586
C 0.69391 0.55736 -0.68312
C -2.28519 0.54764 0.92962
C -3.50064 -0.09031 0.79241
H -7.19969 -2.74203 1.14857
H -7.28687 -2.41848 -0.61134
H -8.00535 -1.26587 0.53000
H -4.80476 1.76811 -1.70833
H -2.61681 2.90406 -1.46943
H -0.67459 2.94524 1.18854
H -0.41772 2.96537 -0.56965
H 2.09858 2.61126 0.19346
H 1.47099 2.53294 1.86027
H 2.22667 0.22611 2.11187
H 3.59310 1.24094 1.67013
H 3.42722 0.67093 -1.71104
H 5.29634 -1.32251 -0.35023
H 3.99414 -1.80844 -1.42466
H 5.32318 -0.82423 -2.04685
H 5.47827 0.99108 0.52499
H 4.46968 2.28468 -0.14953
H 5.66127 1.47399 -1.15809
H 1.93852 -1.06099 -1.33118
H 0.10630 -1.96588 0.05433
H 0.82147 -1.23811 1.49166
H 1.56914 -3.54611 1.41373
H 2.96105 -2.51457 0.98471
H 1.33746 -3.81540 -0.90331
H 1.10586 1.19781 -1.48782
H -0.24797 0.13545 -1.04090
H -1.56591 0.21124 1.66001
H -3.75400 -0.93036 1.41992
*
```



ORCA calculation (ωB97M-V/def2-TZVPD) on 6 unconnected molecules or ions with the total composition C18H52N4O6.

Properties
HOMO level   -9.01 eV
Energy above the lowest of the compared OMol25 structures with the same formula, charge and spin   25.1 kcal/mol
LUMO energy   0.02141 hartree
HOMO-LUMO gap   9.59 eV

ORCA input file:
```
! wB97M-V def2-TZVPD RIJCOSX def2/J DEFGRID3
* xyz 0 1
C 8.60968 11.97490 6.63306
O 8.78217 12.89011 7.66835
C 10.16417 13.02646 8.04462
C 10.48510 12.17662 9.26396
C 9.64685 12.61280 10.41166
N 11.97187 12.20172 9.56446
H 9.32908 12.19901 5.82489
H 7.63194 12.17335 6.26089
H 8.70206 10.92266 6.94694
H 10.82250 12.75447 7.28837
H 10.21438 14.09157 8.29513
H 10.28053 11.14442 8.98930
H 10.09542 13.50712 10.86914
H 9.55634 11.94498 11.25007
H 8.64819 12.88857 10.09671
H 12.36766 13.12718 9.71510
H 12.52923 11.79031 8.83745
C 9.05706 11.44054 15.82607
O 8.91426 12.25642 14.74371
C 7.87052 13.19931 14.83078
C 7.71492 13.90606 13.48522
C 8.82042 15.01465 13.40102
N 6.38108 14.53028 13.28630
H 9.93665 10.80428 15.69111
H 8.18196 10.77640 15.99337
H 9.11610 11.98487 16.77648
H 6.92253 12.73337 15.11835
H 8.07785 13.91657 15.65189
H 7.88295 13.11949 12.76837
H 8.55069 15.77655 14.09825
H 8.90691 15.55512 12.43823
H 9.77495 14.56723 13.69600
H 6.42484 15.51886 13.52241
H 6.07395 14.40589 12.30587
C 7.12200 10.14928 10.26314
O 8.27209 9.49933 9.81059
C 8.97980 8.80271 10.81838
C 10.17973 8.08489 10.20876
C 9.63834 7.07434 9.24097
N 11.02971 7.56963 11.25888
H 6.89793 10.82029 9.41474
H 7.32244 10.71662 11.17007
H 6.28849 9.48261 10.49211
H 9.35872 9.44162 11.62126
H 8.30129 7.99762 11.18134
H 10.78323 8.80979 9.64058
H 8.98771 7.49003 8.46453
H 9.01873 6.36163 9.86056
H 10.45278 6.48023 8.80978
H 10.49161 7.02596 11.94620
H 11.50976 8.32720 11.71017
C 16.47375 11.97647 14.10272
O 15.93247 13.29572 13.95325
C 15.36047 13.51582 12.65695
C 15.22038 14.94844 12.47679
C 14.66800 15.27292 11.06996
N 16.47019 15.71329 12.64244
H 15.62856 11.29041 13.90919
H 16.80994 11.87018 15.10738
H 17.25586 11.82451 13.34022
H 16.03160 13.02910 11.89654
H 14.36653 13.01211 12.62984
H 14.52598 15.27695 13.27671
H 14.54319 16.36592 11.03976
H 13.70986 14.79842 10.86449
H 15.41914 14.96622 10.30629
H 17.14496 15.26953 12.02046
H 16.75516 15.47094 13.58448
C 15.24516 8.46625 11.54999
O 16.63531 8.21017 11.56670
H 14.86921 7.72129 10.83733
H 14.77466 8.33816 12.54456
H 15.11200 9.47467 11.25673
H 16.80023 7.28778 11.33842
C 11.59178 10.96082 13.14357
O 12.25615 10.44727 11.98423
H 12.29080 10.99619 13.97563
H 11.12079 11.92826 13.00285
H 10.82548 10.23337 13.40603
H 12.25895 11.14568 11.29783
*
```



ORCA calculation (ωB97M-V/def2-TZVPD) on C14H21NO in the gas phase.

Properties
HOMO level   -8.39 eV
Energy above the lowest of the compared OMol25 structures with the same formula, charge and spin   73.7 kcal/mol
LUMO energy   0.03038 hartree
HOMO-LUMO gap   9.22 eV

ORCA input file:
```
! wB97M-V def2-TZVPD RIJCOSX def2/J DEFGRID3
* xyz 0 1
C 2.90023 2.91685 -0.51800
C 1.61056 2.93716 -1.39258
C 0.44020 1.98943 -0.98226
O 1.03153 0.70008 -0.63570
C 0.25423 -0.46895 -0.38329
C -0.64674 -0.30471 0.89037
C -0.11762 0.22848 2.17685
C -1.03191 0.50758 3.25521
C -2.34667 0.35515 3.15947
C -2.90173 -0.04336 1.93040
C -2.06402 -0.28253 0.86198
C 1.25798 -1.59723 -0.20981
C 0.59843 -2.99491 -0.16296
N -0.22904 -3.20979 -1.28330
C -1.19408 -2.15373 -1.77343
C -0.56694 -0.75692 -1.71409
H 3.51546 2.05738 -0.78663
H 3.54395 3.77784 -0.58226
H 2.60671 2.92342 0.57053
H 1.94974 2.87698 -2.30954
H 1.20903 3.93552 -1.39034
H 0.04100 2.49001 -0.08188
H -0.29877 1.99354 -1.85054
H 0.84981 0.41875 2.51212
H -0.64451 0.92367 4.19334
H -2.93512 0.55974 4.07672
H -3.95024 -0.12130 1.76377
H -2.52900 -0.42596 -0.09683
H 1.91030 -1.42182 0.71998
H 1.96239 -1.57752 -1.05961
H 1.33775 -3.83604 -0.07507
H -0.00307 -3.01812 0.78794
H -0.81238 -4.01477 -1.16895
H -2.06542 -2.24296 -1.20003
H -1.45491 -2.38766 -2.80041
H 0.14472 -0.70192 -2.58376
H -1.37185 -0.03141 -1.85743
*
```